Record 1
The following is a quantum chemistry calculation of a molecular structure, C29H21BrI2N4O2Tl, from the Open Molecules 2025 dataset.

Kohn-Sham gap ... 0.247 hartree
Multiplicity ... 1
Charge ... +1

Last column: Mulliken charge in e.
Positions of all 60 atoms, in Å:
Tl (-0.228, -0.643, -0.043)  2.51
Br (-0.395, -0.796, 7.424)  -0.17
C (-0.360, -1.169, 5.572)  -0.34
C (0.395, -2.247, 5.092)  -0.47
C (0.420, -2.529, 3.750)  -0.55
C (-0.281, -1.750, 2.805)  0.75
O (-0.205, -2.111, 1.544)  -1.00
C (-1.045, -0.655, 3.308)  0.19
C (-1.875, 0.200, 2.505)  0.02
N (-1.802, 0.307, 1.227)  -0.28
C (-2.709, 1.042, 0.429)  -0.14
C (-3.292, 2.220, 0.794)  -0.45
C (-4.183, 2.883, -0.075)  -1.02
C (-4.476, 2.359, -1.299)  -0.93
C (-3.875, 1.146, -1.714)  1.28
C (-4.141, 0.551, -2.966)  -0.55
C (-3.540, -0.628, -3.300)  -1.02
C (-2.635, -1.202, -2.394)  -0.28
N (-2.348, -0.672, -1.227)  -0.38
C (-2.975, 0.487, -0.857)  0.47
C (-1.078, -0.406, 4.700)  -0.77
H (0.951, -2.861, 5.788)  0.45
H (0.988, -3.370, 3.371)  0.49
H (-2.632, 0.783, 3.036)  0.54
H (-3.055, 2.664, 1.754)  0.50
H (-4.631, 3.816, 0.238)  0.42
H (-5.162, 2.861, -1.969)  0.43
H (-4.825, 1.039, -3.650)  0.46
H (-3.733, -1.115, -4.246)  0.43
H (-2.134, -2.131, -2.643)  0.65
H (-1.685, 0.411, 5.072)  0.47
I (3.884, 1.790, -6.231)  0.10
C (2.592, 1.473, -4.623)  -0.56
C (1.939, 2.550, -4.037)  -0.18
C (1.093, 2.323, -2.969)  -0.44
I (0.074, 3.920, -2.087)  0.02
C (0.860, 1.034, -2.451)  0.30
O (0.021, 0.906, -1.438)  -0.45
C (1.522, -0.043, -3.073)  0.86
C (1.292, -1.484, -2.685)  -0.94
N (1.490, -1.763, -1.233)  -0.46
C (2.836, -1.377, -0.754)  -0.67
C (2.877, -0.816, 0.653)  0.70
C (3.963, -1.046, 1.479)  -1.00
C (4.008, -0.425, 2.718)  -0.34
C (2.972, 0.413, 3.094)  -0.92
C (1.919, 0.582, 2.216)  -0.32
N (1.870, -0.022, 1.024)  0.00
C (2.383, 0.197, -4.144)  -0.81
H (2.090, 3.555, -4.407)  0.38
H (0.273, -1.791, -2.931)  0.15
H (1.969, -2.109, -3.270)  0.47
H (1.353, -2.754, -1.065)  0.34
H (3.529, -2.214, -0.840)  0.40
H (3.192, -0.586, -1.416)  0.32
H (4.762, -1.700, 1.155)  0.46
H (4.843, -0.600, 3.386)  0.44
H (2.969, 0.919, 4.049)  0.48
H (1.079, 1.221, 2.465)  0.55
H (2.891, -0.640, -4.611)  0.42

Record 2
The following is a quantum chemistry calculation of a molecular structure, C29H21CoF10N3PS2 at a distorted geometry, from the Open Molecules 2025 dataset.

<S²> ... 3.760
Kohn-Sham gap (alpha / beta) ... 0.257 / 0.255 hartree
Multiplicity ... 4
Charge ... -1

Last column: Mulliken charge in e.
Positions of all 67 atoms, in Å:
Co (1.270, -0.976, 0.085)  0.29
C (3.713, -2.606, -1.887)  -1.39
N (3.242, -2.388, -0.533)  0.77
C (4.261, -1.741, 0.276)  -1.20
C (4.053, -0.227, 0.170)  -0.59
N (2.802, 0.091, 0.831)  -0.52
C (2.662, 1.314, 1.353)  -0.01
C (1.805, 1.510, 2.476)  0.16
F (1.238, 0.423, 3.032)  -0.52
C (1.576, 2.736, 3.062)  0.28
F (0.745, 2.834, 4.118)  -0.34
C (2.224, 3.877, 2.588)  0.57
F (2.028, 5.080, 3.171)  -0.34
C (3.107, 3.734, 1.524)  0.07
F (3.750, 4.821, 1.051)  -0.34
C (3.327, 2.504, 0.935)  0.99
F (4.181, 2.484, -0.121)  -0.36
C (2.617, -3.583, 0.017)  -0.91
C (1.273, -3.822, -0.709)  -1.04
N (0.768, -2.533, -1.104)  0.69
C (-0.070, -2.326, -2.100)  -0.74
C (-0.760, -3.259, -2.929)  0.57
F (-0.538, -4.592, -2.790)  -0.38
C (-1.661, -2.863, -3.898)  0.21
F (-2.294, -3.797, -4.633)  -0.35
C (-1.927, -1.518, -4.141)  0.72
F (-2.799, -1.144, -5.103)  -0.35
C (-1.244, -0.562, -3.395)  -0.06
F (-1.434, 0.745, -3.650)  -0.43
C (-0.354, -0.970, -2.434)  0.58
F (0.346, -0.028, -1.709)  -0.31
H (4.548, -3.323, -1.912)  0.35
H (4.046, -1.663, -2.319)  0.32
H (2.910, -2.997, -2.504)  0.29
H (5.277, -2.007, -0.052)  0.40
H (4.140, -2.036, 1.320)  0.31
H (4.034, 0.054, -0.890)  0.25
H (4.886, 0.294, 0.657)  0.52
H (2.411, -3.393, 1.073)  0.39
H (3.260, -4.475, -0.074)  0.31
H (0.574, -4.306, -0.015)  0.35
H (1.420, -4.489, -1.565)  0.49
S (-3.376, -1.727, -0.543)  -0.45
P (-2.348, -0.410, 0.484)  0.94
S (-0.622, -1.080, 1.333)  -0.62
C (-2.193, 1.175, -0.442)  0.42
C (-3.220, 1.481, -1.324)  -0.62
C (-3.233, 2.700, -1.973)  -0.62
C (-2.212, 3.607, -1.753)  -0.54
C (-1.181, 3.296, -0.882)  -0.57
C (-1.175, 2.087, -0.211)  -0.30
C (-3.260, 0.252, 1.935)  0.61
C (-2.585, 0.702, 3.061)  -0.27
C (-3.289, 1.264, 4.110)  -0.68
C (-4.669, 1.368, 4.043)  -0.44
C (-5.343, 0.909, 2.923)  -0.59
C (-4.641, 0.363, 1.864)  -0.59
H (-3.993, 0.748, -1.510)  0.38
H (-4.033, 2.936, -2.658)  0.39
H (-2.216, 4.552, -2.276)  0.38
H (-0.379, 4.000, -0.724)  0.48
H (-0.374, 1.836, 0.473)  0.25
H (-1.511, 0.606, 3.112)  0.21
H (-2.753, 1.633, 4.974)  0.43
H (-5.221, 1.815, 4.860)  0.35
H (-6.420, 0.989, 2.871)  0.38
H (-5.161, 0.018, 0.981)  0.32

Record 3
The following is a quantum chemistry calculation of a molecular structure, C29H22AsF2N3O8S2Tc at a distorted geometry, from the Open Molecules 2025 dataset.

<S²> ... 3.777
Kohn-Sham gap (alpha / beta) ... 0.321 / 0.273 hartree
Multiplicity ... 4
Charge ... 0

Last column: Mulliken charge in e.
Positions of all 68 atoms, in Å:
Tc (-0.503, -0.866, 0.972)  -0.14
C (1.828, 3.121, -5.438)  -1.51
C (1.323, 1.923, -4.672)  0.93
C (0.744, 0.843, -5.341)  -0.78
C (0.240, -0.240, -4.647)  -1.05
C (0.320, -0.245, -3.255)  0.48
C (0.898, 0.809, -2.565)  0.11
C (1.397, 1.887, -3.285)  -1.06
S (-0.382, -1.638, -2.443)  1.06
O (0.207, -2.810, -3.025)  -0.69
O (-1.807, -1.493, -2.441)  -0.60
N (0.113, -1.521, -0.892)  0.38
C (1.423, -1.830, -0.510)  0.51
C (2.547, -2.152, -1.259)  -0.96
C (3.714, -2.398, -0.561)  -0.51
C (3.758, -2.317, 0.828)  -1.06
C (2.613, -1.969, 1.505)  -0.38
N (1.472, -1.745, 0.836)  0.30
H (2.141, 2.847, -6.445)  0.39
H (2.670, 3.590, -4.929)  0.38
H (1.039, 3.873, -5.530)  0.30
H (0.691, 0.852, -6.425)  0.38
H (-0.204, -1.081, -5.169)  0.46
H (0.954, 0.808, -1.482)  0.47
H (1.840, 2.719, -2.747)  0.40
H (2.493, -2.225, -2.335)  0.57
H (4.611, -2.659, -1.111)  0.42
H (4.670, -2.502, 1.377)  0.42
H (2.584, -1.832, 2.574)  0.67
F (-0.742, -5.521, 3.628)  -0.34
C (-1.383, -4.622, 2.868)  0.29
C (-0.697, -3.507, 2.430)  -0.16
C (-1.375, -2.595, 1.644)  1.40
C (-2.717, -2.775, 1.307)  -0.98
C (-3.348, -3.911, 1.782)  0.43
F (-4.646, -4.128, 1.498)  -0.34
C (-2.707, -4.851, 2.559)  -0.99
C (-3.321, -1.714, 0.490)  1.26
C (-4.577, -1.735, -0.085)  -0.90
C (-4.985, -0.670, -0.870)  -0.45
C (-4.130, 0.392, -1.082)  -1.09
C (-2.887, 0.359, -0.494)  0.07
N (-2.497, -0.655, 0.299)  0.43
H (0.339, -3.369, 2.714)  0.59
H (-3.228, -5.730, 2.914)  0.51
H (-5.221, -2.583, 0.072)  0.56
H (-5.967, -0.683, -1.328)  0.43
H (-4.397, 1.232, -1.709)  0.47
H (-2.189, 1.160, -0.658)  0.41
O (0.461, 0.844, 5.108)  -0.66
As (0.974, 0.777, 3.423)  1.34
O (2.462, 0.122, 3.353)  -0.78
O (-0.292, -0.259, 2.826)  -0.60
C (1.075, 2.677, 3.002)  -0.54
C (1.677, 3.452, 3.979)  -0.74
C (1.945, 4.791, 3.711)  -0.64
C (1.618, 5.351, 2.485)  -0.61
C (1.014, 4.582, 1.500)  -0.35
C (0.751, 3.255, 1.769)  0.18
S (-0.084, 2.220, 0.632)  1.92
O (-0.245, 2.853, -0.649)  -0.71
O (-1.317, 1.860, 1.313)  -0.67
O (0.812, 1.006, 0.601)  -0.67
H (-0.503, 0.820, 5.155)  0.30
H (1.939, 3.014, 4.930)  0.47
H (2.420, 5.400, 4.469)  0.39
H (1.833, 6.395, 2.295)  0.39
H (0.743, 4.998, 0.537)  0.50

Number 1: E -131401.0111 eV. Number 2: E -130647.1128 eV. Number 3: E -141423.8509 eV.